1.
Computed, not measured: a structure of composition C15H12ClNO5S2W at a distorted geometry, with the ωB97M-V functional and the def2-TZVPD basis.

Atoms and positions in Å:
W 0.93243 -1.73869 0.28689
O 2.39365 1.64906 -6.66712
C 1.71838 0.65800 -6.07944
O 0.78395 0.12798 -6.60437
C 2.14782 0.23509 -4.69662
C 2.05412 -1.12292 -4.39613
C 2.32669 -1.57271 -3.11796
C 2.66059 -0.64053 -2.13881
S 2.98838 -1.18340 -0.45824
C 2.79065 0.71108 -2.42449
C 2.52882 1.14155 -3.72267
H 3.19972 1.88644 -6.19340
H 1.75875 -1.81362 -5.17420
H 2.29545 -2.63112 -2.88966
H 3.07832 1.42128 -1.66095
H 2.59720 2.19859 -3.94829
Cl 1.73173 -0.87060 2.52704
C 0.43094 -0.10267 1.54274
H 0.72293 0.90703 1.26854
H -0.51072 -0.12868 2.08625
O -0.85055 -1.03594 -2.05596
N -0.15396 -1.36897 -1.22723
O -4.44951 -3.81550 -3.33474
C -3.14713 -3.57080 -3.37796
O -2.57465 -3.22461 -4.36656
C -2.33747 -3.66887 -2.09960
C -1.07250 -4.25142 -2.19974
C -0.23420 -4.23833 -1.10843
C -0.65136 -3.60279 0.10408
S 0.43911 -3.63713 1.47288
C -1.97491 -3.07851 0.21074
C -2.79305 -3.10694 -0.89078
H -4.75729 -4.21228 -2.50888
H -0.75897 -4.68536 -3.13961
H 0.73709 -4.71875 -1.14699
H -2.31380 -2.65402 1.14712
H -3.78448 -2.67451 -0.83414

## Properties
energy above the lowest of the compared OMol25 structures with the same formula, charge and spin: 3.5 kcal per mole
total charge: +2
Kohn-Sham gap: 5.0 eV


2.
Computed, not measured: the molecule C15H12FN3O at a distorted geometry, with the ωB97M-V functional and the def2-TZVPD basis.

Atoms and positions in Å:
O -0.44194 -2.60806 0.24178
C -0.37761 -1.44894 0.58960
N 0.74724 -0.89608 1.11448
C 1.99594 -1.62360 1.19736
C 2.97594 -1.13835 0.16016
C 2.66110 -1.27357 -1.18831
C 3.52156 -0.80852 -2.16438
C 4.70489 -0.20708 -1.77342
F 5.55199 0.25137 -2.71963
C 5.04499 -0.06039 -0.44192
C 4.16849 -0.52737 0.52238
C -1.49808 -0.48271 0.48310
C -1.41918 0.86885 0.12697
C -2.73675 1.31705 0.12199
C -3.38977 2.53324 -0.13950
C -4.74865 2.59525 -0.02980
C -5.48416 1.44794 0.34201
C -4.84464 0.27384 0.59210
N -3.49888 0.21544 0.48093
N -2.76253 -0.85659 0.69117
H 0.76194 0.08623 1.33585
H 1.74202 -2.67273 1.01697
H 2.41462 -1.51985 2.20269
H 1.73427 -1.75156 -1.46792
H 3.29115 -0.90868 -3.21314
H 5.97684 0.41212 -0.17433
H 4.42140 -0.41891 1.56702
H -0.54708 1.43470 -0.13027
H -2.79974 3.39066 -0.42200
H -5.27273 3.51723 -0.22581
H -6.55688 1.50150 0.42679
H -5.33577 -0.64240 0.87710

## Properties
energy above the lowest of the compared OMol25 structures with the same formula, charge and spin: 7.5 kcal per mole
structure (SMILES): O=C(NCc1ccc(F)cc1)c1cc2ccccn2n1
Kohn-Sham gap: 9.0 eV


3.
Computed, not measured: a structure of composition C15H12MoNO9 at a distorted geometry, with the ωB97M-V functional and the def2-TZVPD basis.

Atoms and positions in Å:
Mo -0.13834 -0.38949 -0.16363
O -2.29111 1.21509 -3.22172
C -1.22808 0.93491 -3.05729
O -1.35723 -0.40434 -1.24758
C 0.23276 0.89567 -3.26257
C 0.95648 -0.47272 -3.04486
C 2.31024 -0.44574 -3.71987
C 3.12788 0.54644 -2.85853
C 2.15063 0.95359 -1.78032
O 1.36097 -0.34076 -1.57584
C 1.03904 1.86257 -2.29247
C 0.21591 2.42473 -1.13723
O -0.32554 3.44959 -1.02793
O 0.15233 1.43573 -0.09107
H 0.28021 1.22338 -4.31079
H 0.36313 -1.37590 -3.15996
H 2.22051 -0.14532 -4.76422
H 2.74184 -1.44410 -3.70352
H 3.47096 1.42122 -3.41066
H 4.00309 0.06888 -2.42504
H 2.57084 1.23158 -0.81769
H 1.44210 2.70084 -2.86220
O -0.16552 -0.28229 1.85232
C -0.22898 -1.16403 2.78390
C -0.11998 -2.54309 2.56810
C -0.13708 -3.42124 3.66902
C -0.00405 -4.76962 3.42214
C 0.12748 -5.27988 2.14200
C 0.12804 -4.42709 1.02588
C 0.00916 -3.08552 1.26096
O -0.06711 -2.19215 0.22317
N -0.00818 -5.70700 4.57850
O 0.09342 -6.87630 4.31173
O -0.10718 -5.19381 5.66585
H -0.33110 -0.75435 3.79014
H -0.24656 -3.06823 4.68899
H 0.21675 -6.35401 2.02108
H 0.20777 -4.82162 0.02263

## Properties
energy above the lowest of the compared OMol25 structures with the same formula, charge and spin: 0.0 kcal per mole
total charge: +3
Kohn-Sham gap: 5.2 eV


4.
Computed, not measured: the molecule C15H12N4O3 at a distorted geometry, with the ωB97M-V functional and the def2-TZVPD basis.

Atoms and positions in Å:
C -4.21893 1.25037 -3.82740
O -3.31121 1.40042 -2.76354
C -2.10095 0.66208 -2.95242
C -1.15930 0.87868 -1.77512
C -0.15108 0.01418 -1.35785
C 0.37954 0.55451 -0.13828
C 1.43303 0.12998 0.63924
C 1.74029 0.87003 1.81016
N 2.71489 0.39911 2.67306
C 3.45268 -0.78283 2.55877
C 4.12127 -0.94513 3.73426
C 5.04059 -2.01549 4.15420
O 5.79940 -1.83963 5.07776
O 4.98979 -3.14146 3.38737
C 3.79044 0.17908 4.54905
N 2.94597 0.96359 3.89756
C 0.98179 2.01027 2.17249
C -0.09532 2.41997 1.36956
C -0.96428 3.49193 1.72246
N -1.66544 4.33545 2.08321
C -0.35237 1.70090 0.18799
N -1.24607 1.90684 -0.83519
H -3.85502 1.76739 -4.73084
H -4.40477 0.20009 -4.05575
H -5.17110 1.69056 -3.49679
H -2.32318 -0.41482 -3.06332
H -1.61511 1.02247 -3.84042
H 0.14012 -0.93386 -1.79699
H 1.93320 -0.79248 0.38006
H 3.48685 -1.43086 1.67822
H 4.22149 -3.08033 2.80272
H 4.20354 0.35860 5.52751
H 1.19215 2.50382 3.13138
H -1.94086 2.65860 -0.91108

## Properties
energy above the lowest of the compared OMol25 structures with the same formula, charge and spin: 0.0 kcal per mole
structure (SMILES): COCc1cc2cc(-n3cc(C(=O)O)cn3)cc(C#N)c2[nH]1
Kohn-Sham gap: 8.3 eV


5.
Computed, not measured: a structure of composition C15H13BBeBr3CaCl2F14LiMgN2O14PS2 at a distorted geometry, with the ωB97M-V functional and the def2-TZVPD basis.

Atoms and positions in Å:
C 1.52084 -3.75878 0.15568
C 2.14290 -2.23437 0.28961
C 3.49599 -1.98123 1.18675
C 4.09047 -0.44771 1.35004
C 3.40512 0.86232 0.60739
C 2.04983 0.63632 -0.29740
C 1.44402 -0.91701 -0.43231
C 0.06483 -1.06999 -1.30392
N -1.09185 -0.21558 -0.84444
C -1.36756 -0.31740 0.63574
C -1.87330 -1.78233 1.16266
O -1.84198 -2.93643 0.49420
O -2.48757 -1.82439 2.53085
H 0.98396 -3.94076 -0.87329
H 2.43210 -4.49582 0.20535
H 0.78206 -4.05149 1.01949
H 3.98662 -2.91834 1.72347
H 5.05429 -0.24211 2.01939
H 3.82761 1.95522 0.73293
H 1.46194 1.51292 -0.85481
H 0.33121 -0.70075 -2.40781
H -0.26082 -2.20940 -1.44827
H -1.97307 -0.45798 -1.35013
H -0.48772 0.03915 1.33272
H -2.26473 0.43940 0.85629
Mg 3.01243 2.63316 -1.26497
B 5.49909 3.66721 -7.25954
O 6.20510 3.77078 -5.97793
C 5.40812 3.23650 -5.04264
O 5.69602 3.16248 -3.85901
C 4.18842 2.77588 -5.64824
O 3.25583 2.24107 -5.07070
O 4.21612 3.01968 -6.96556
F 6.26781 2.85581 -8.19053
F 5.27538 4.99211 -7.81674
Be 5.11243 5.47954 -5.30343
F -3.94606 0.75954 2.37150
P -4.48758 1.04630 3.80482
F -4.88010 2.41389 4.44130
F -5.70048 1.21552 2.84058
F -3.78797 -0.26815 4.26610
F -5.46192 0.36644 4.81392
F -3.14887 1.78987 4.09610
Cl -2.30048 1.75422 -1.95452
Ca -5.00048 3.36331 2.29321
C 8.99445 2.71557 -2.87418
Br 8.55334 0.98473 -3.64478
Br 10.06514 2.53750 -1.25984
Br 9.83499 3.89358 -4.17411
H 8.04969 3.18518 -2.58105
C -6.04743 -2.36048 5.16557
F -5.03796 -1.44903 5.05844
F -6.83592 -2.19047 4.06172
F -5.46960 -3.59105 5.02039
S -6.98892 -2.21379 6.72097
O -7.54978 -0.86058 6.68407
O -5.99406 -2.43602 7.77386
N -7.99966 -3.40245 6.44392
S -9.02630 -3.61138 7.63381
O -10.03404 -2.56454 7.81709
O -8.47751 -4.15772 8.87765
C -9.94226 -5.00211 6.88968
F -9.13811 -6.07745 6.63272
F -10.50923 -4.67035 5.69069
F -10.95641 -5.46291 7.67752
O 8.76214 3.68358 -10.01480
Cl 8.04359 3.82276 -11.26653
O 8.91220 4.42715 -12.25792
O 6.88059 4.66497 -11.06523
O 7.61942 2.51536 -11.72838
Li -4.55641 -1.59866 1.65486

## Properties
energy above the lowest of the compared OMol25 structures with the same formula, charge and spin: 382.0 kcal per mole
total charge: +1
Kohn-Sham gap: 0.9 eV


6.
Computed, not measured: a structure of composition C15H13Cl3IrN3O8S2Si, with the ωB97M-V functional and the def2-TZVPD basis.

Atoms and positions in Å:
Ir -0.71414 0.03303 1.06654
C 4.58609 -0.07990 -2.19744
C 3.29802 -0.76859 -1.83051
C 2.07130 -0.16008 -2.08991
C 0.88433 -0.75775 -1.70158
C 0.91595 -1.98606 -1.05320
C 2.12433 -2.60874 -0.79129
C 3.30872 -1.99746 -1.18176
S -0.59647 -2.69263 -0.42375
O -0.33783 -4.11270 -0.27902
O -1.62923 -2.31566 -1.36491
N -0.91165 -2.02610 1.00853
C -0.06314 -2.54399 2.08926
C 1.21944 -1.72458 2.23329
O 2.20926 -2.20391 2.78487
O 1.15041 -0.53891 1.73506
H 4.45325 0.57193 -3.06248
H 5.37167 -0.80290 -2.42682
H 4.93910 0.54097 -1.37054
H 2.03935 0.81339 -2.56701
H -0.06281 -0.26415 -1.86698
H 2.13753 -3.55794 -0.27206
H 4.25563 -2.47684 -0.95666
H 0.19159 -3.59507 1.95370
H -0.61979 -2.44506 3.02502
O -0.73806 4.38082 0.32854
S -0.16139 3.10589 -0.00432
O 1.45277 3.45349 -0.15534
O -0.19197 2.17439 1.13835
O -0.49159 2.55088 -1.27952
Cl 3.22060 1.70099 1.60957
Si 2.64986 3.48912 0.91533
Cl 4.23372 4.33677 -0.09848
Cl 2.22967 4.73587 2.47999
N -6.50543 -1.83816 -0.82373
C -5.73241 -1.08134 -0.43164
C -4.82570 -0.07794 0.06189
C -5.33149 1.17139 0.42314
C -4.40298 2.08644 0.87661
C -3.06939 1.74426 0.97354
N -2.56766 0.52274 0.64413
C -3.47598 -0.36868 0.16473
H -6.38511 1.39657 0.34032
H -4.69763 3.08529 1.17145
H -2.34914 2.45376 1.34642
H -3.08161 -1.32285 -0.14133

## Properties
energy above the lowest of the compared OMol25 structures with the same formula, charge and spin: 2.4 kcal per mole
total charge: -2
Kohn-Sham gap (spin up / spin down): 5.4 / 5.3 eV